{"formula": "C36H45F27O18", "method": "ωB97M-V/def2-TZVPD", "smiles": "CCOC(=O)C(F)(F)F.CCOC(=O)C(F)(F)F.CCOC(=O)C(F)(F)F.CCOC(=O)C(F)(F)F.CCOC(=O)C(F)(F)F.CCOC(=O)C(F)(F)F.CCOC(=O)C(F)(F)F.CCOC(=O)C(F)(F)F.CCOC(=O)C(F)(F)F", "orbital_gap_ev": 11.34, "e_homo_ha": -0.402, "total_energy_ev": -148291.3549, "e_lumo_ev": 0.4, "elements": ["C", "C", "O", "C", "O", "C", "F", "F", "F", "H", "H", "H", "H", "H", "C", "C", "O", "C", "O", "C", "F", "F", "F", "H", "H", "H", "H", "H", "C", "C", "O", "C", "O", "C", "F", "F", "F", "H", "H", "H", "H", "H", "C", "C", "O", "C", "O", "C", "F", "F", "F", "H", "H", "H", "H", "H", "C", "C", "O", "C", "O", "C", "F", "F", "F", "H", "H", "H", "H", "H", "C", "C", "O", "C", "O", "C", "F", "F", "F", "H", "H", "H", "H", "H", "C", "C", "O", "C", "O", "C", "F", "F", "F", "H", "H", "H", "H", "H", "C", "C", "O", "C", "O", "C", "F", "F", "F", "H", "H", "H", "H", "H", "C", "C", "O", "C", "O", "C", "F", "F", "F", "H", "H", "H", "H", "H"], "xyz": [[-0.232, -0.509, -7.360], [0.402, 0.870, -7.288], [0.215, 1.389, -5.971], [0.421, 2.670, -5.812], [0.842, 3.389, -6.641], [-0.024, 3.195, -4.433], [-0.886, 4.195, -4.566], [-0.644, 2.209, -3.731], [1.055, 3.539, -3.729], [0.066, -1.026, -8.266], [-1.310, -0.448, -7.221], [0.126, -1.083, -6.500], [-0.104, 1.509, -8.010], [1.467, 0.735, -7.475], [3.181, 2.008, 7.270], [4.092, 0.802, 7.040], [4.437, 0.604, 5.673], [3.542, -0.002, 4.920], [2.549, -0.494, 5.302], [3.906, 0.126, 3.418], [4.870, -0.738, 3.103], [2.808, -0.060, 2.721], [4.352, 1.373, 3.204], [3.814, 2.873, 7.052], [2.772, 2.059, 8.271], [2.401, 2.073, 6.509], [3.726, -0.096, 7.537], [5.047, 1.036, 7.513], [-2.015, 1.505, 3.536], [-2.324, 2.634, 4.496], [-1.162, 3.361, 4.875], [-0.625, 4.146, 3.962], [-1.157, 4.513, 2.975], [0.798, 4.580, 4.370], [1.672, 3.744, 3.790], [1.028, 5.827, 3.964], [0.981, 4.558, 5.687], [-1.599, 1.891, 2.602], [-2.829, 0.859, 3.205], [-1.271, 0.864, 4.014], [-2.702, 2.182, 5.411], [-3.103, 3.296, 4.118], [5.600, 0.493, -7.491], [6.439, 0.340, -6.241], [5.562, 0.615, -5.142], [6.068, 1.145, -4.039], [7.193, 1.487, -3.917], [5.008, 1.210, -2.914], [3.859, 0.674, -3.291], [5.481, 0.571, -1.860], [4.827, 2.469, -2.576], [5.239, 1.498, -7.709], [4.691, -0.114, -7.407], [6.127, 0.114, -8.369], [7.246, 1.071, -6.292], [6.858, -0.661, -6.174], [-1.827, 2.287, -1.089], [-1.801, 0.929, -0.390], [-0.553, 0.255, -0.623], [0.513, 0.767, -0.031], [0.582, 1.663, 0.734], [1.796, 0.034, -0.473], [1.750, -0.225, -1.783], [2.868, 0.767, -0.233], [1.915, -1.113, 0.182], [-0.984, 2.944, -0.906], [-2.653, 2.844, -0.633], [-2.076, 2.114, -2.134], [-2.636, 0.326, -0.733], [-1.922, 1.156, 0.666], [-4.966, 2.343, 0.925], [-6.407, 2.197, 1.325], [-6.574, 1.313, 2.444], [-6.327, 1.696, 3.658], [-6.152, 2.807, 4.020], [-6.267, 0.559, 4.699], [-5.157, 0.711, 5.454], [-7.345, 0.639, 5.499], [-6.213, -0.661, 4.122], [-4.988, 2.827, -0.058], [-4.460, 1.416, 0.641], [-4.290, 2.863, 1.602], [-7.005, 1.818, 0.502], [-6.789, 3.185, 1.596], [-5.267, -2.789, 0.504], [-6.522, -2.561, -0.318], [-6.258, -2.509, -1.736], [-5.975, -1.367, -2.279], [-6.046, -0.312, -1.726], [-5.534, -1.479, -3.738], [-6.592, -1.298, -4.540], [-4.662, -0.529, -4.041], [-5.004, -2.665, -4.011], [-4.495, -2.067, 0.248], [-4.952, -3.818, 0.361], [-5.538, -2.644, 1.551], [-7.023, -1.619, -0.101], [-7.224, -3.371, -0.146], [-1.556, -1.407, -4.211], [-1.237, -2.887, -4.035], [-0.818, -3.188, -2.705], [-1.726, -3.261, -1.763], [-2.909, -3.190, -1.906], [-1.078, -3.549, -0.375], [-0.553, -2.438, 0.162], [-2.049, -3.973, 0.417], [-0.127, -4.455, -0.480], [-1.803, -1.142, -5.232], [-0.677, -0.845, -3.888], [-2.386, -1.122, -3.569], [-0.399, -3.149, -4.679], [-2.088, -3.489, -4.361], [5.933, -3.509, 5.447], [5.395, -4.798, 4.862], [5.345, -4.749, 3.438], [4.334, -4.102, 2.902], [3.552, -3.481, 3.535], [4.191, -4.329, 1.390], [3.793, -3.224, 0.784], [5.306, -4.765, 0.845], [3.231, -5.257, 1.227], [6.078, -3.539, 6.523], [5.256, -2.693, 5.200], [6.883, -3.267, 4.967], [4.401, -5.026, 5.256], [5.991, -5.669, 5.124]], "mulliken_charge": [-1.041, -0.152, -0.140, 0.221, -0.510, 0.919, -0.263, -0.283, -0.242, 0.459, 0.280, 0.131, 0.354, 0.237, -0.912, -0.306, -0.300, 0.335, -0.490, 0.804, -0.248, -0.152, -0.245, 0.295, 0.382, 0.170, 0.325, 0.343, -0.769, -0.305, -0.313, 0.446, -0.535, 0.799, -0.202, -0.264, -0.254, -0.045, 0.415, 0.415, 0.224, 0.381, -1.162, -0.183, -0.191, 0.137, -0.534, 1.139, -0.286, -0.262, -0.271, 0.318, 0.260, 0.418, 0.309, 0.262, -1.169, 1.267, 0.018, 0.001, -0.541, 0.830, -0.147, -0.235, -0.206, 0.423, 0.291, 0.277, 0.202, -0.998, -0.893, -0.591, -0.298, 0.437, -0.528, 0.800, -0.219, -0.249, -0.227, 0.477, 0.099, 0.471, 0.395, 0.331, -0.583, -0.373, -0.326, 0.440, -0.574, 0.967, -0.288, -0.242, -0.239, -0.136, 0.314, 0.430, 0.317, 0.315, -0.124, -0.483, -0.302, 0.485, -0.529, 0.715, -0.113, -0.238, -0.254, 0.084, 0.190, -0.098, 0.361, 0.329, -0.767, -0.255, -0.329, 0.434, -0.503, 0.828, -0.196, -0.259, -0.269, 0.412, -0.005, 0.299, 0.296, 0.332]}

{"formula": "C36H45N5O2SeTi", "method": "ωB97M-V/def2-TZVPD", "orbital_gap_ev": 6.62, "e_homo_ha": -0.513, "total_energy_ev": -138058.5180, "charge": 2, "e_lumo_ev": -7.3, "elements": ["Ti", "C", "C", "C", "C", "C", "C", "C", "C", "C", "C", "C", "C", "N", "C", "O", "C", "C", "C", "C", "C", "N", "C", "O", "N", "C", "C", "C", "C", "C", "C", "C", "C", "C", "C", "C", "C", "H", "H", "H", "H", "H", "H", "H", "H", "H", "H", "H", "H", "H", "H", "H", "H", "H", "H", "H", "H", "H", "H", "H", "H", "H", "H", "H", "H", "H", "H", "H", "H", "H", "H", "H", "H", "H", "C", "N", "C", "C", "N", "C", "C", "Se", "H", "H", "H", "H", "H", "H", "H", "H"], "xyz": [[0.001, 0.429, 0.397], [-3.166, 2.657, 2.540], [-2.270, 1.430, 2.767], [-1.985, 1.284, 4.261], [-2.893, 0.192, 2.136], [-3.798, -0.561, 2.869], [-4.457, -1.631, 2.287], [-4.231, -1.964, 0.959], [-3.343, -1.241, 0.175], [-3.201, -1.564, -1.293], [-2.993, -3.057, -1.551], [-4.415, -1.052, -2.079], [-2.669, -0.172, 0.789], [-1.822, 0.721, 0.026], [-2.372, 1.867, -0.577], [-3.504, 2.046, -0.914], [-1.286, 2.894, -0.677], [-1.440, 4.227, -0.974], [-0.320, 5.049, -0.865], [0.906, 4.523, -0.468], [0.974, 3.177, -0.206], [-0.105, 2.395, -0.304], [2.178, 2.400, 0.233], [3.245, 2.878, 0.478], [1.791, 1.061, 0.328], [2.705, 0.003, 0.647], [2.419, -0.718, 1.815], [3.194, -1.822, 2.141], [4.244, -2.188, 1.319], [4.495, -1.471, 0.157], [3.732, -0.370, -0.220], [4.127, 0.312, -1.527], [3.028, 1.058, -2.291], [5.344, 1.224, -1.311], [1.293, -0.306, 2.756], [1.751, 0.768, 3.731], [0.603, -1.487, 3.429], [-2.673, 3.565, 2.894], [-4.090, 2.533, 3.109], [-3.449, 2.794, 1.497], [-1.311, 1.646, 2.271], [-2.911, 1.345, 4.836], [-1.348, 2.100, 4.605], [-1.508, 0.339, 4.512], [-3.999, -0.309, 3.903], [-5.168, -2.203, 2.870], [-4.778, -2.790, 0.520], [-2.321, -1.039, -1.645], [-3.909, -3.625, -1.374], [-2.210, -3.477, -0.920], [-2.720, -3.220, -2.598], [-5.327, -1.551, -1.741], [-4.299, -1.272, -3.144], [-4.561, 0.022, -1.954], [-2.412, 4.604, -1.263], [-0.408, 6.108, -1.075], [1.791, 5.134, -0.358], [2.998, -2.389, 3.040], [4.867, -3.036, 1.580], [5.317, -1.771, -0.486], [4.449, -0.508, -2.173], [2.916, 2.091, -1.949], [2.058, 0.562, -2.221], [3.301, 1.109, -3.346], [5.089, 2.048, -0.644], [5.679, 1.638, -2.265], [6.179, 0.679, -0.870], [0.469, 0.202, 2.171], [2.514, 0.322, 4.372], [0.931, 1.116, 4.360], [2.204, 1.617, 3.218], [1.266, -1.914, 4.180], [0.346, -2.271, 2.718], [-0.302, -1.173, 3.941], [1.973, -3.964, -2.302], [1.296, -2.883, -3.040], [1.321, -2.719, -4.415], [0.609, -1.612, -4.690], [0.151, -1.111, -3.479], [-0.683, 0.085, -3.379], [0.574, -1.903, -2.484], [0.327, -1.855, -0.628], [2.492, -4.585, -3.023], [1.242, -4.564, -1.767], [2.684, -3.538, -1.598], [1.842, -3.400, -5.065], [0.387, -1.131, -5.627], [-0.346, 0.803, -4.121], [-0.567, 0.518, -2.394], [-1.729, -0.158, -3.545]], "mulliken_charge": [-1.729, -1.628, 2.057, -2.049, 1.140, -0.791, -1.592, -0.642, 0.072, 2.546, -1.736, -1.609, 0.058, 2.647, -1.059, -0.555, 0.790, -0.855, -0.617, -0.810, 0.863, 0.626, -1.369, -0.535, 2.190, 0.828, 0.293, -0.736, -1.469, -0.942, 0.289, 0.234, -1.760, -1.408, 2.209, -1.473, -1.577, 0.414, 0.429, 0.325, -0.741, 0.546, 0.410, 0.322, 0.430, 0.431, 0.448, -1.569, 0.485, 0.331, 0.398, 0.423, 0.471, 0.309, 0.635, 0.493, 0.621, 0.431, 0.428, 0.580, 0.738, 0.268, 0.182, 0.564, 0.241, 0.445, 0.425, -0.828, 0.420, 0.356, 0.312, 0.597, 0.302, 0.117, -0.865, 0.185, -0.548, -0.503, 0.465, -1.271, -0.151, 0.135, 0.344, 0.349, 0.304, 0.531, 0.564, 0.485, 0.469, 0.415]}